ORCA calculation (the ωB97M-V functional and the def2-TZVPD basis) on a gas-phase ion, C5H12N2 (charge +2).

Summary:
Maximum force = 1.05 eV/A
DFT total energy = -306.527650 a.u.
Net charge = +2

Geometry (Å):
1 C 1.6690 -0.5209 -0.7390
2 C 0.7901 0.2785 0.2527
3 C -0.7067 0.0737 0.0799
4 C -1.3224 -0.9765 0.6115
5 C -2.0472 2.0497 0.3392
6 N -1.4269 1.2270 -0.4338
7 N 2.3182 -1.7421 -0.0403
8 H 2.4946 0.0919 -1.0797
9 H 1.1308 -1.0204 -1.5334
10 H 1.0325 -0.0883 1.2483
11 H 1.0634 1.3316 0.2111
12 H -0.8313 -1.5150 1.4137
13 H -2.2964 -1.3625 0.3576
14 H -2.4907 1.6665 1.2539
15 H -2.1952 3.0720 0.0123
16 H -1.2719 1.5803 -1.3792
17 H 2.2080 -2.6092 -0.5700
18 H 1.8857 -1.8923 0.8756
19 H 3.3033 -1.5926 0.1968

Atoms 1-6, force components in eV/Å:
0.26 -0.69 0.64
-0.16 -0.11 -0.33
-0.11 -0.51 0.91
-0.11 0.02 0.00
-0.52 -0.82 -0.40
0.13 0.84 -0.37